ORCA calculation (ωB97M-V with the def2-TZVPD basis set) on a molecular structure, CH9NaO8.

- frontier orbital gap (eV) = 3.25
- charge = -2

Structure (XYZ):
```
19
Properties=species:S:1:pos:R:3:forces:R:3
Na -0.230026 -0.392177 -0.599535 0.62 -0.05 0.32
O -2.577904 -0.886972 0.242732 0.20 0.89 -0.27
H -2.963426 -0.058669 -0.103414 0.05 -0.60 0.02
C 2.692706 -0.477469 -0.266913 2.74 -0.62 0.06
O 3.915314 -0.597519 -0.104137 3.32 0.15 0.51
O 2.185174 0.539802 -0.730552 -2.50 5.51 -2.46
O 1.951221 -1.421048 -0.024216 -4.56 -5.01 1.58
O 0.444679 -2.751238 2.062545 -0.71 -0.64 0.99
H 0.637971 -3.663674 1.847292 0.11 -0.03 -0.16
H 0.884425 -2.245147 1.379374 0.97 0.79 -0.94
O 0.651087 0.647555 -2.933566 -1.31 -0.10 -1.37
H 0.180803 1.477568 -2.855240 -0.11 0.15 0.08
H 1.402834 0.741529 -2.348516 1.33 -0.27 1.64
O -1.636217 2.222316 -0.637301 -0.26 0.20 -0.57
H -1.203302 3.076007 -0.642518 0.30 0.11 0.03
H -2.017586 2.151980 0.237821 0.11 -0.40 0.31
O -1.056359 0.519597 1.897987 1.37 1.52 1.20
H -1.596953 -0.078418 1.381868 -1.55 -1.59 -1.16
H -1.664441 1.195976 2.196290 -0.12 -0.01 0.19
```
Positions in Å, forces in eV/Å.

ORCA calculation (ωB97M-V with the def2-TZVPD basis set) on a molecular structure, C35H27ClFeNO5S3.

- spin multiplicity = 6
- frontier orbital gap (alpha / beta) (eV) = 5.61 / 4.95
- charge = 0

Structure (XYZ):
```
73
Properties=species:S:1:pos:R:3:forces:R:3
Fe 14.269003 -4.535824 12.517121 0.17 -0.91 0.70
Cl 11.293179 -3.663976 5.982701 -0.03 0.22 -1.03
C 11.777233 -3.512180 7.597243 -0.02 -0.03 2.22
C 10.753278 -3.447263 8.591702 1.00 -0.39 0.63
C 11.056429 -3.556665 9.972423 0.17 0.14 -1.85
C 12.370263 -3.771673 10.402034 1.42 -0.54 -0.52
O 12.637412 -4.055476 11.670416 -0.20 0.51 -0.88
C 13.417576 -3.721997 9.368689 -0.06 0.16 1.35
C 14.813349 -3.922828 9.717125 -0.89 -0.67 -0.19
O 15.217885 -4.404079 10.804339 0.39 0.94 -1.17
C 13.105491 -3.549439 8.004853 -0.20 0.42 -0.47
H 9.726951 -3.368304 8.217739 0.34 0.00 0.44
H 10.308544 -3.539009 10.726316 -0.69 0.02 0.34
H 15.533080 -3.735936 8.882212 -0.15 -0.17 0.77
H 13.921566 -3.391938 7.269804 -0.61 -0.48 0.50
C 18.987572 -11.840735 17.598584 -0.24 -0.23 -0.39
C 18.856643 -11.461997 16.145584 0.17 0.45 -0.65
C 19.853683 -11.861954 15.262840 0.17 -0.21 0.30
C 19.895726 -11.494561 13.949187 0.94 0.58 -1.74
C 18.980814 -10.583050 13.435156 -1.09 0.10 -0.37
C 17.859490 -10.260515 14.237241 1.02 -1.08 0.28
N 16.750970 -9.616841 13.708482 -0.76 1.88 1.35
C 16.245977 -9.571746 12.439285 -0.33 0.94 0.40
C 16.513532 -10.576548 11.493776 0.61 -0.88 -0.24
C 16.022572 -10.531032 10.207419 -0.58 1.22 1.35
C 15.180836 -9.467629 9.907579 0.35 0.92 -0.33
C 14.954990 -8.393984 10.746076 -0.54 -0.76 1.99
C 15.382170 -8.449593 12.124288 0.63 -0.57 -1.57
C 15.043294 -7.418632 13.162231 0.82 -1.08 0.97
O 15.451577 -7.551302 14.343649 -1.03 0.97 -1.62
O 14.268057 -6.445548 12.777056 -0.04 1.34 -0.23
C 17.845508 -10.651228 15.622765 -0.72 0.32 -0.73
C 16.678552 -10.265378 16.497205 -0.61 -0.23 0.55
H 20.000405 -12.158181 17.769698 0.47 -0.17 0.15
H 18.342344 -12.652762 17.951296 -0.13 0.12 -0.31
H 18.803341 -10.988239 18.216469 -0.17 0.56 0.54
H 20.712478 -12.396183 15.593200 0.31 -0.71 0.58
H 20.723969 -11.884485 13.298585 -0.81 0.59 0.74
H 19.034865 -10.145112 12.403724 0.02 -0.75 1.08
H 16.337461 -8.775730 14.275841 0.67 -1.57 -0.76
H 17.119841 -11.428701 11.810852 -0.09 0.39 -0.07
H 16.235622 -11.218458 9.426798 0.23 -0.85 -0.15
H 14.742030 -9.427012 8.946835 -0.33 0.09 -0.99
H 14.278129 -7.623422 10.389260 0.18 0.12 0.28
H 15.698628 -10.265041 16.011910 0.26 -0.11 -0.47
H 16.703010 -9.272648 16.980873 0.49 -0.29 -0.19
H 16.584068 -11.027476 17.278780 0.04 0.32 0.11
O 15.081790 -3.300082 13.598992 -1.54 -1.59 -0.44
C 15.285743 -3.117137 14.975137 0.63 0.72 0.00
C 16.199660 -1.866743 14.920779 0.56 0.47 -2.20
C 16.810164 -1.372722 13.740881 -0.44 -1.11 0.33
C 17.575113 -0.188119 13.881160 -0.63 -0.61 2.59
C 17.538657 0.198412 15.224042 -0.23 0.48 -0.87
S 16.481875 -0.809179 16.188689 1.77 1.38 -0.07
C 13.980492 -2.735582 15.734887 0.53 -0.07 0.38
C 12.660244 -2.844480 15.388591 1.16 -0.59 -1.27
C 11.760357 -2.539662 16.421334 -1.81 -0.23 -0.01
C 12.390768 -2.221654 17.586932 -0.28 1.09 0.32
S 14.099817 -2.085070 17.360385 -0.92 -1.20 -0.17
C 16.043492 -4.342357 15.590213 0.17 -0.39 0.36
C 15.805039 -5.067741 16.773858 0.35 2.15 -2.31
C 16.871365 -5.905486 17.129903 0.89 -0.14 -0.63
C 17.890170 -5.849795 16.205275 0.11 -1.08 -0.06
S 17.594957 -4.864833 14.832111 -1.74 0.65 1.64
H 16.743781 -1.880938 12.777647 -0.15 0.03 0.46
H 18.127976 0.299322 13.092525 -0.04 0.04 0.09
H 17.978367 1.121264 15.620274 -0.27 -0.62 0.09
H 12.350772 -3.149460 14.381591 0.07 0.06 0.45
H 10.645491 -2.597726 16.208999 1.59 0.15 0.77
H 11.946299 -1.849511 18.525227 0.30 -0.38 -0.69
H 14.928813 -4.845438 17.337929 -0.40 -0.15 0.46
H 16.891436 -6.516357 18.023306 0.07 0.01 -0.13
H 18.770320 -6.494853 16.161947 -0.28 0.28 0.23
```
Positions in Å, forces in eV/Å.

ORCA calculation (ωB97M-V with the def2-TZVPD basis set) on a molecular structure, C17H18MnN4O2S.

- spin multiplicity = 4
- frontier orbital gap (alpha / beta) (eV) = 6.26 / 2.45
- charge = +4

Structure (XYZ):
```
43
Properties=species:S:1:pos:R:3:forces:R:3
N 0.927344 3.454078 0.098522 -1.21 1.46 0.25
C 0.586704 4.537619 0.364697 0.98 -1.59 -0.32
C 0.382409 5.926756 0.748225 -0.05 0.46 0.15
H -0.685621 6.204928 0.797867 0.53 -0.20 -0.01
H 0.880609 6.567445 0.001056 -0.19 -0.19 0.35
H 0.862381 6.074675 1.735473 -0.29 0.05 -0.52
N 2.772946 -1.967184 0.660850 -3.33 1.72 2.26
C 3.633515 -2.440523 0.044992 5.26 -2.61 -2.98
C 4.752118 -3.090243 -0.626854 -1.07 0.20 1.79
H 5.137715 -2.451934 -1.431812 0.07 0.34 -0.53
H 4.413188 -4.035786 -1.062511 -0.13 -0.08 -0.37
H 5.588567 -3.245719 0.075911 -0.18 0.19 0.01
N -2.570873 -0.881071 -1.400801 -0.29 -0.46 0.74
C -3.332484 -1.399896 -0.695902 1.05 0.82 -0.84
C -4.225412 -2.048101 0.207295 -0.77 -0.64 0.38
H -3.661587 -2.724372 0.881696 -0.24 0.36 -0.31
H -4.922670 -2.655155 -0.397133 0.10 0.11 0.27
H -4.821764 -1.322541 0.792116 0.31 -0.26 -0.29
Mn -0.848759 -0.458267 -2.438865 -3.28 -3.90 15.09
C -0.201820 -1.319632 -0.520595 0.18 -3.28 4.24
O -0.218854 -1.983369 0.436183 0.14 3.16 -4.56
C 1.479712 0.657178 0.679459 2.56 0.71 -0.21
O 2.580445 0.952625 0.741361 -2.16 -0.64 0.01
C 0.125086 0.960073 -3.190881 0.87 0.99 -2.78
C -1.307002 1.029762 -3.371179 0.27 1.19 -3.12
C -2.016358 -0.146064 -3.833334 0.29 0.14 -3.81
C -1.316160 -1.411448 -3.960207 -0.52 0.05 -3.58
C 0.091665 -1.495108 -3.676746 0.41 0.16 -3.00
C 0.808128 -0.284343 -3.393702 0.89 0.61 -1.32
H 0.644160 1.860293 -2.893401 0.22 -0.11 0.48
H -1.869463 1.944415 -3.239772 0.04 0.02 0.37
H -3.064639 -0.058652 -4.098251 -0.01 -0.16 0.39
H -1.880620 -2.302425 -4.284405 0.22 0.39 0.72
H 0.615209 -2.448465 -3.767845 -0.20 0.22 0.45
H 1.863730 -0.390127 -3.163726 -0.13 0.32 0.03
S -3.476347 2.108248 1.846623 -0.30 0.28 1.72
C -2.787957 1.703260 3.382742 -1.82 1.16 -1.65
C -1.590896 1.015323 3.193079 1.36 -0.81 -2.05
N -1.261183 0.817528 1.871890 0.46 -0.39 0.76
C -2.122130 1.344690 1.044984 0.13 0.17 1.45
H -3.225732 1.964270 4.332570 -0.29 0.14 0.13
H -0.953733 0.655637 3.991863 0.05 -0.05 -0.05
H -2.036266 1.374322 -0.038532 0.10 -0.03 0.27
```
Positions in Å, forces in eV/Å.

ORCA calculation (ωB97M-V with the def2-TZVPD basis set) on 2 unconnected molecules or ions with the total composition C3H3NO2.

- frontier orbital gap (eV) = 9.20
- charge = 0

Structure (XYZ):
```
9
Properties=species:S:1:pos:R:3:forces:R:3
O 1.539732 -0.066438 -0.068612 -0.19 0.09 -0.01
C 0.716954 0.904761 -0.377698 -0.09 0.10 -0.08
C 0.906027 2.115144 -1.071218 -0.04 -0.09 0.16
O -0.514951 0.942168 -0.246382 0.28 0.05 -0.05
C -1.567938 -2.010465 0.622742 1.02 -0.04 0.04
N -0.417684 -2.023518 0.660946 -1.17 -0.03 -0.02
H 1.013150 -0.829302 0.261546 0.04 0.05 -0.01
H 0.963202 2.955876 -0.365991 0.00 -0.13 -0.04
H -2.638494 -1.988228 0.584666 0.14 0.00 0.00
```
Positions in Å, forces in eV/Å.

ORCA calculation (ωB97M-V with the def2-TZVPD basis set) on 2 unconnected molecules or ions with the total composition C5H8BrN.

- structure (SMILES) = N/C=C/Br.C=C=C
- frontier orbital gap (eV) = 9.32
- charge = 0

Structure (XYZ):
```
15
Properties=species:S:1:pos:R:3:forces:R:3
C 2.717805 -0.666905 -0.557303 1.74 -0.62 0.73
C -1.753236 1.176793 -0.104502 0.96 1.45 -0.01
C 1.791763 -1.054529 0.268665 0.46 0.23 1.85
C 1.129651 -1.419341 1.342912 -0.33 -1.93 -0.49
C -2.233506 -0.010795 -0.187930 -1.18 -4.39 -1.61
N -1.023326 1.921188 -1.008250 2.07 1.40 4.24
Br -3.423970 -0.683871 1.225997 0.87 0.33 -0.93
H 3.842503 -0.866963 -0.304083 -2.31 0.72 -0.51
H 2.416542 -0.176440 -1.445969 0.19 0.11 -1.09
H -1.923417 1.581370 0.848559 -0.05 1.38 1.08
H 0.982170 -2.561458 1.443243 -0.31 2.06 0.00
H -1.065275 1.883555 -1.946395 -0.41 -0.79 -3.53
H 0.709986 -0.723078 2.091988 0.51 -0.55 -0.50
H -2.022057 -0.761599 -1.024623 -0.67 1.23 1.33
H -0.145629 2.362066 -0.642302 -1.56 -0.62 -0.56
```
Positions in Å, forces in eV/Å.

ORCA calculation (ωB97M-V with the def2-TZVPD basis set) on 2 unconnected molecules or ions with the total composition C12H17NO5S.

- frontier orbital gap (eV) = 9.32
- charge = 0

Structure (XYZ):
```
36
Properties=species:S:1:pos:R:3:forces:R:3
C -3.742619 -1.861058 -0.762774 -0.73 1.43 -1.00
C -3.788471 -0.367950 -1.055149 -4.94 1.23 2.75
C -3.215279 0.552922 0.078575 -6.22 -1.78 1.00
C -1.815715 0.225464 0.274535 -2.52 -2.92 -6.03
N -1.211071 1.164885 0.873281 2.25 10.22 11.52
S -0.344256 2.317391 0.195217 3.61 1.70 4.02
O -0.858472 2.369236 -1.040192 -3.25 0.51 -9.58
O -0.212664 3.617152 0.809073 -0.23 -1.77 1.60
C 1.193144 1.533446 0.067607 3.16 0.49 7.05
C 1.732148 0.825432 -0.983365 -14.87 9.26 -1.24
C 2.794418 0.315049 -0.915164 10.35 -6.85 -3.48
C 3.455710 0.096397 0.159522 8.08 -5.69 2.26
C 3.114918 0.474670 1.294555 -4.62 8.19 12.43
C 1.959698 1.493970 1.393583 3.88 -7.90 -13.69
H 1.552250 1.908698 2.095159 -3.67 4.43 8.32
H 3.588892 0.524161 2.444802 -0.53 -1.20 -3.75
O 4.733793 -0.878097 0.473818 -5.29 4.29 0.57
C 5.206153 -1.442476 -0.609692 5.31 4.08 -2.42
H 4.659331 -2.038446 -1.142789 -3.63 -4.45 -2.23
H 6.115467 -1.829218 -0.206723 1.02 -1.00 -0.83
H 5.462423 -0.695676 -1.581160 0.02 -0.95 2.50
H 3.074583 -0.280212 -1.675603 1.46 -1.58 -3.31
H 1.125269 1.095010 -1.831909 0.20 -1.07 -1.08
H -1.867940 1.830437 1.906113 2.29 -2.74 -3.78
H -1.358667 0.366754 -0.903198 -0.84 -1.63 2.91
C -1.462647 -0.959542 1.115883 -6.13 -3.17 3.21
O -2.160647 -1.558018 2.069774 3.35 3.25 -4.28
O -0.370899 -1.394159 0.688562 3.79 -5.94 2.87
H -0.249209 -2.328283 1.419815 -0.18 3.74 -2.95
H -3.848520 0.159214 1.107549 1.79 1.45 -2.51
H -3.529907 1.632833 -0.148326 1.20 -1.48 0.52
H -5.033338 -0.141248 -1.280652 3.33 -0.24 1.06
H -3.411777 -0.021970 -1.955909 1.30 -0.06 -1.95
H -4.237418 -2.286837 0.087390 -0.12 0.52 0.79
H -2.779425 -2.220676 -0.862812 2.15 -1.00 0.10
H -4.269268 -2.199260 -1.599382 -0.77 -1.36 -1.36
```
Positions in Å, forces in eV/Å.

Computed maximum force, in the same sequence as the records: 6.95 3.18 15.93 1.17 4.92 17.56 eV Å⁻¹.
Computed M, in the same sequence as the records: 172.07 729.10 397.36 85.06 162.03 287.34 u.